(1)
Molecular formula: C33H41Cl4F17N3O4S2
Method: DFT, the ωB97M-V functional and the def2-TZVPD basis

Each line ends with the Mulliken charge.
Positions of all 104 atoms, in Å:
C: -4.35 -1.65 2.35  -0.988
C: -3.75 -0.90 3.56  -0.764
C: -2.43 -0.19 3.22  -0.087
C: -2.62 1.15 2.49  -0.392
C: -1.25 1.84 2.32  -0.894
C: -0.99 2.38 0.90  -0.890
C: -1.05 1.25 -0.15  0.531
C: 0.37 0.70 -0.41  -0.828
N: 0.34 -0.64 -1.07  0.717
C: 1.04 -1.83 -0.46  0.207
S: -0.41 -2.59 0.49  -0.274
C: 2.10 -1.67 0.64  -2.306
C: 3.44 -1.03 0.29  0.095
C: 3.53 0.50 0.54  -1.546
O: 3.85 -1.32 -1.03  -0.299
C: 1.27 -2.81 -1.67  -0.940
N: 2.44 -3.69 -1.61  -0.307
C: 2.24 -4.88 -1.43  0.604
S: 2.06 -6.44 -1.42  -0.335
C: 0.88 -2.14 -3.08  1.700
N: -0.28 -2.92 -3.50  -0.843
C: -0.05 -3.96 -4.10  0.540
O: 0.11 -4.94 -4.69  -0.425
C: 1.95 -2.00 -4.16  -0.636
Cl: 3.64 -2.27 -3.80  -0.117
C: 1.64 -1.68 -5.42  0.465
C: 0.26 -1.45 -5.99  -1.407
Cl: 2.88 -1.50 -6.63  -0.162
C: 0.59 -0.65 -2.57  1.038
F: 1.81 -0.08 -2.64  -0.371
C: -0.57 0.09 -3.19  -0.844
Cl: -2.13 -0.68 -3.05  -0.100
C: -0.55 1.26 -3.84  0.927
C: -1.78 1.91 -4.43  -1.566
Cl: 0.93 2.14 -4.08  -0.169
H: -3.77 -2.56 2.18  0.222
H: -4.35 -1.00 1.47  0.268
H: -5.36 -1.96 2.60  0.358
H: -4.48 -0.20 3.99  0.394
H: -3.52 -1.66 4.31  0.320
H: -1.91 0.03 4.16  0.412
H: -1.80 -0.88 2.65  -0.197
H: -3.30 1.77 3.07  0.507
H: -3.12 0.95 1.54  0.176
H: -0.44 1.16 2.57  0.262
H: -1.20 2.67 3.03  0.527
H: 0.03 2.80 0.86  0.567
H: -1.68 3.17 0.61  -0.061
H: -1.77 0.46 0.10  0.380
H: -1.37 1.71 -1.09  -0.370
H: 0.89 0.68 0.54  -0.170
H: 0.87 1.43 -1.04  0.242
H: -0.65 -0.90 -0.99  0.611
H: 0.20 -3.60 1.15  0.328
H: 1.67 -1.08 1.45  0.460
H: 2.28 -2.66 1.05  0.886
H: 4.18 -1.46 0.96  0.419
H: 2.84 0.84 1.31  0.356
H: 4.52 0.71 0.95  0.467
H: 3.44 1.08 -0.38  0.363
H: 4.63 -0.80 -1.25  0.383
H: 0.44 -3.48 -1.52  1.147
H: 0.31 -0.62 -6.69  0.500
H: 0.01 -2.33 -6.60  0.398
H: -0.53 -1.34 -5.25  0.284
H: -2.49 2.20 -3.66  0.323
H: -1.48 2.74 -5.07  0.472
H: -2.25 1.17 -5.08  0.375
C: -4.53 6.79 -0.73  -0.983
C: -3.63 5.55 -0.89  1.152
C: -2.51 5.62 -1.94  0.002
F: -2.99 5.76 -3.18  -0.230
F: -1.81 4.45 -1.91  -0.132
F: -4.39 4.45 -1.11  -0.295
F: -3.00 5.37 0.31  -0.344
O: -5.79 6.75 -1.37  -0.403
C: -5.94 7.17 -2.68  0.766
C: -6.45 6.03 -3.57  0.182
F: -5.57 5.01 -3.57  -0.200
F: -6.57 6.48 -4.84  -0.254
F: -4.82 7.72 -3.16  -0.282
F: -6.89 8.13 -2.68  -0.293
H: -4.77 6.82 0.33  0.443
H: -3.99 7.71 -0.94  0.365
H: -1.82 6.44 -1.72  0.263
H: -7.42 5.67 -3.21  0.251
C: 5.15 -4.84 4.11  -0.987
C: 4.44 -3.59 3.57  1.211
C: 5.12 -2.24 3.76  0.014
F: 5.26 -1.92 5.06  -0.228
F: 4.35 -1.27 3.19  -0.243
F: 3.17 -3.54 4.05  -0.315
F: 4.33 -3.76 2.21  -0.310
O: 4.70 -5.35 5.35  -0.404
C: 5.23 -4.89 6.54  0.791
C: 4.15 -4.26 7.42  0.174
F: 3.59 -3.20 6.79  -0.213
F: 4.71 -3.81 8.56  -0.253
F: 6.27 -4.06 6.33  -0.281
F: 5.71 -5.96 7.20  -0.294
H: 4.90 -5.63 3.40  0.450
H: 6.23 -4.74 4.07  0.352
H: 6.11 -2.22 3.29  0.332
H: 3.37 -4.98 7.65  0.254

HOMO-LUMO gap: 9.42 eV
LUMO energy: -2.2125 eV
Net charge: +1
HOMO: -11.64 eV

***

(2)
Molecular formula: C20H39BeBr2Cl5F9KMgN2O8PS3
Method: DFT, the ωB97M-V functional and the def2-TZVPD basis

Each line ends with the Mulliken charge.
Positions of all 92 atoms, in Å:
C: -4.02 -2.23 -1.39  -1.237
C: -2.97 -1.22 -2.05  1.810
C: -1.90 -2.07 -2.76  0.581
C: -0.70 -1.27 -3.38  -1.285
C: -0.19 -0.07 -2.60  2.297
C: -0.33 1.19 -3.46  -1.181
C: -1.68 1.89 -3.20  -0.522
C: -1.49 2.66 -1.87  -0.815
C: -2.26 2.11 -0.61  1.594
C: -2.41 3.27 0.39  -0.561
C: -1.77 3.00 1.80  -0.145
C: -2.54 1.93 2.70  -1.387
C: -2.04 0.44 2.66  -0.555
C: -0.52 0.23 2.97  -0.381
C: -0.04 -0.95 2.10  -0.444
O: 0.52 -2.11 2.81  -0.503
S: 0.90 -3.10 1.56  1.024
O: 2.24 -3.60 1.56  -0.618
O: -0.17 -4.03 1.52  -0.539
O: 0.93 -2.05 0.28  -0.079
C: 0.97 -0.76 0.99  0.205
C: 0.94 0.53 0.14  1.182
N: 2.11 1.35 0.35  -0.398
H: -3.83 -3.25 -1.77  0.314
H: -5.05 -1.93 -1.56  0.355
H: -3.77 -2.28 -0.33  0.284
H: -3.55 -0.59 -2.72  0.403
H: -2.60 -0.62 -1.22  -1.370
H: -2.42 -2.57 -3.61  -1.230
H: -1.59 -2.89 -2.10  0.065
H: -0.93 -1.00 -4.46  0.218
H: 0.18 -1.99 -3.43  0.118
H: -0.62 0.05 -1.61  -2.050
H: 0.89 -0.24 -2.45  0.980
H: 0.51 1.86 -3.22  0.587
H: -0.16 0.92 -4.54  0.355
H: -1.97 2.51 -4.05  0.384
H: -2.45 1.11 -3.13  -0.040
H: -0.43 2.58 -1.61  0.388
H: -1.70 3.73 -2.00  0.218
H: -1.70 1.25 -0.21  -1.495
H: -3.24 1.71 -0.92  0.624
H: -1.99 4.21 -0.07  -0.391
H: -3.48 3.43 0.56  0.314
H: -1.84 3.94 2.36  0.375
H: -0.70 2.80 1.67  0.308
H: -3.59 1.91 2.35  0.440
H: -2.50 2.27 3.73  0.479
H: -2.34 -0.04 1.73  0.027
H: -2.59 -0.10 3.45  0.609
H: -0.43 -0.11 4.01  0.416
H: 0.10 1.12 2.90  0.392
H: -0.94 -1.39 1.63  0.346
H: 1.99 -0.80 1.50  1.051
H: 0.84 0.27 -0.92  -0.811
H: 0.08 1.13 0.42  -0.563
H: 1.96 1.82 1.24  0.407
H: 2.91 0.73 0.50  -0.008
Cl: -2.17 6.04 -0.73  -0.256
Br: 0.21 1.65 6.62  0.194
C: 0.05 3.59 6.62  -0.530
C: -0.29 4.09 5.26  -0.064
Br: 1.27 4.10 4.10  -0.066
H: 0.97 3.99 7.02  0.431
H: -0.76 3.80 7.32  0.403
H: -0.61 5.13 5.30  0.429
H: -1.05 3.49 4.77  -0.295
Mg: 1.14 -1.09 -4.94  0.860
F: -0.80 -0.28 8.05  -0.419
Be: 3.11 -1.64 0.25  0.709
C: -1.70 -6.13 -3.59  0.319
Cl: -3.40 -6.41 -3.20  -0.118
Cl: -0.84 -5.68 -2.12  0.064
Cl: -1.01 -7.59 -4.28  -0.026
Cl: -1.58 -4.80 -4.79  -0.220
N: 5.95 2.03 0.28  -0.261
S: 7.28 2.88 0.06  1.039
O: 8.44 2.40 0.74  -0.569
O: 7.11 4.29 -0.04  -0.569
F: 7.57 2.46 -1.44  -0.264
S: 5.39 2.13 1.74  1.117
O: 4.40 1.12 2.04  -0.597
O: 5.10 3.43 2.25  -0.575
F: 6.59 1.66 2.65  -0.272
F: 3.00 -3.65 -2.08  -0.312
P: 2.45 -5.16 -2.56  0.980
F: 2.35 -6.76 -2.15  -0.328
F: 4.06 -5.40 -2.57  -0.309
F: 1.15 -4.30 -3.26  -0.359
F: 1.51 -5.03 -1.18  -0.322
F: 2.48 -5.69 -4.10  -0.332
K: -3.97 -3.35 -4.66  0.977

HOMO-LUMO gap: 1.54 eV
LUMO energy: -8.8208 eV
Net charge: +1
HOMO: -10.36 eV

***

(3)
Molecular formula: C22H37BiO2Si
Method: DFT, the ωB97M-V functional and the def2-TZVPD basis

Each line ends with the Mulliken charge.
Positions of all 63 atoms, in Å:
O: 0.30 -4.98 -4.74  -0.161
C: -0.80 -5.87 -5.06  -0.340
C: 0.00 -6.70 -6.06  -0.706
H: -1.63 -5.31 -5.50  0.234
H: -1.11 -6.45 -4.19  0.103
C: 1.08 -5.62 -5.77  1.239
H: -0.43 -6.70 -7.07  0.300
H: 0.21 -7.72 -5.71  0.304
C: 1.25 -4.67 -6.94  -1.594
H: 0.25 -4.34 -7.27  0.380
H: 1.75 -5.18 -7.78  0.392
H: 1.83 -3.79 -6.67  0.313
C: 2.35 -6.10 -5.10  -1.618
H: 2.11 -6.65 -4.19  0.365
H: 2.96 -5.23 -4.80  0.311
H: 2.95 -6.73 -5.77  0.409
Bi: -0.08 -0.67 -0.50  1.155
C: 1.43 -0.21 2.33  -0.597
C: 0.03 -0.42 2.48  -0.589
C: -0.31 -1.65 1.83  -0.682
H: -0.67 0.16 3.08  0.608
C: 0.94 -2.23 1.33  -0.621
C: 1.97 -1.29 1.59  -0.681
H: 3.02 -1.42 1.32  0.390
H: 1.99 0.62 2.75  0.417
H: -1.27 -2.15 1.88  0.620
H: 1.06 -3.29 1.07  0.548
C: 1.07 2.56 -0.70  -0.580
C: 2.11 1.62 -0.65  -0.442
C: 1.88 0.63 -1.66  -0.709
H: 2.99 1.64 -0.01  0.447
C: 0.68 1.05 -2.39  -0.894
C: 0.21 2.25 -1.78  -0.412
H: -0.60 2.87 -2.15  0.546
H: 0.92 3.41 -0.03  0.404
H: 2.57 -0.15 -2.00  0.571
H: 0.31 0.62 -3.31  0.623
O: -1.54 -3.72 -3.86  -0.462
C: -0.48 -3.38 -2.91  0.274
C: -0.70 -4.30 -1.69  0.037
H: -0.57 -2.29 -2.58  -0.279
H: 0.51 -3.51 -3.37  0.182
C: -2.20 -4.68 -1.84  -0.675
H: -0.40 -3.82 -0.75  -0.256
H: -0.07 -5.20 -1.83  0.263
C: -2.69 -3.79 -2.98  -0.335
H: -2.76 -4.65 -0.92  0.465
H: -2.14 -5.72 -2.19  0.219
H: -2.92 -2.76 -2.66  0.012
H: -3.53 -4.21 -3.55  0.361
C: -2.22 2.23 1.04  -1.023
Si: -2.52 0.63 0.07  0.537
C: -3.65 -0.47 1.10  -1.079
C: -3.41 1.09 -1.52  -1.068
H: -1.71 2.04 1.99  0.239
H: -3.19 2.70 1.26  0.402
H: -1.63 2.95 0.46  0.256
H: -4.65 -0.01 1.17  0.385
H: -3.78 -1.46 0.64  0.271
H: -3.27 -0.61 2.12  0.295
H: -4.45 1.36 -1.30  0.383
H: -2.94 1.95 -2.01  0.268
H: -3.43 0.25 -2.24  0.275

HOMO-LUMO gap (alpha / beta): 5.27 / 5.24 eV
LUMO energy (alpha / beta): -1.3927 / -1.4303 eV
Net charge: 0
HOMO (alpha / beta): -6.66 / -6.67 eV